Entry from the OMol25 dataset: C6H5Cl4NOS in the gas phase in a non-equilibrium geometry (ωB97M-V/def2-TZVPD).

Values from the calculation:
Relative energy (zero: lowest compared OMol25 entry of this formula, charge and spin)   0.000 eV
Total energy   -2600.496146 Ha
Highest occupied orbital energy   -8.51 eV
HOMO-LUMO gap   7.91 eV

Positions of all 18 atoms, in Å:
C: -1.3362 -0.6871 0.0615
C: -1.6982 0.4453 0.7693
C: -0.6066 1.8925 -0.6150
C: 0.0180 0.7973 -1.3747
C: -0.3997 -0.5874 -0.9762
C: 1.5458 -0.9947 1.6053
N: -1.3796 1.7386 0.3891
O: 2.2793 -0.2293 -0.6282
S: 1.5310 -1.3928 -0.1852
Cl: -1.9577 -2.2527 0.4792
Cl: -2.6597 0.3478 2.1075
Cl: -0.4191 3.4538 -1.2251
Cl: -0.6061 -1.7248 -2.3675
H: -0.0469 1.1052 -2.3474
H: 1.1866 0.7359 -1.3523
H: 0.6624 -0.2463 1.6958
H: 2.5225 -0.5639 1.7685
H: 1.3641 -1.8374 2.1953